<a>
DFT (wB97M-V/def2-TZVPD) results for CH3O4P in the gas phase.

Structure (XYZ):
```
9
CH3O4P wB97M-V/def2-TZVPD
O -0.584 -0.080 1.028
H 1.332 0.277 -1.740
H 0.271 0.435 2.821
P -0.652 0.442 -0.589
O 0.584 -0.207 -1.491
C 0.502 0.365 1.689
O 1.543 0.611 1.149
O -1.729 -0.572 -1.210
H -1.268 -1.273 -1.656
```

Summary:
**Net charge**: 0
**Lowest unoccupied orbital energy**: 0.82 eV
**Multiplicity**: 1
**Highest occupied orbital energy**: -9.74 eV
**Orbital gap**: 10.6 eV
**SMILES**: O=COP(O)O


<b>
DFT (wB97M-V/def2-TZVPD) results for CH3O4P in the gas phase.

Structure (XYZ):
```
9
CH3O4P wB97M-V/def2-TZVPD
H 0.887 0.688 0.814
O -1.426 1.501 0.256
O -2.749 -0.568 0.223
O 2.268 -0.799 0.253
H 3.009 -0.209 0.687
C 1.132 -0.192 0.194
P -1.743 0.252 -0.390
H -1.508 -0.068 -1.645
O 0.131 -0.603 -0.393
```

Summary:
**Net charge**: 0
**Lowest unoccupied orbital energy**: -0.42 eV
**Multiplicity**: 1
**Highest occupied orbital energy**: -10.46 eV
**Orbital gap**: 10.0 eV


Most stable structure - <a>; separation to the second - 0.0509 hartree.


<a>
DFT (wB97M-V/def2-TZVPD) results for 2 unconnected molecules or ions with the total composition C8H16N2O3.

Structure (XYZ):
```
29
C8H16N2O3 wB97M-V/def2-TZVPD
O 0.312 1.912 -0.066
H -4.138 3.021 -1.501
H 0.884 2.227 0.630
H -2.848 0.892 -1.885
O -2.787 -1.138 0.194
H -0.571 -2.409 0.761
O -3.021 0.341 1.795
H 3.328 0.730 -0.003
H 5.049 -0.645 -1.150
H 0.096 -1.772 2.116
C -3.798 2.383 -0.637
N -2.596 -0.059 0.733
H -4.616 1.724 -0.359
H 1.607 -0.007 1.296
C -2.585 1.603 -1.110
H 3.839 -1.999 -1.147
H 0.344 -3.572 1.561
C 4.129 -1.189 -0.621
C 0.312 -2.479 1.309
H 2.587 0.213 -1.495
C 1.331 -1.893 0.498
H 4.572 -1.515 0.317
C 2.962 -0.120 -0.437
H -3.612 2.886 0.272
C -1.782 0.917 0.002
N -0.627 1.020 0.494
C 1.915 -0.728 0.488
H 1.658 -2.543 -0.370
H -1.944 2.199 -1.684
```

Summary:
**Net charge**: 0
**Lowest unoccupied orbital energy**: -0.02 eV
**Multiplicity**: 1
**Highest occupied orbital energy**: -8.91 eV
**Orbital gap**: 8.9 eV
**SMILES**: CC/C(=N\O)[N+](=O)[O-].C/C=C/CC


<b>
DFT (wB97M-V/def2-TZVPD) results for C8H16N2O3 in the gas phase.

Structure (XYZ):
```
29
C8H16N2O3 wB97M-V/def2-TZVPD
H 2.321 -0.061 0.377
H -0.471 0.007 0.780
H -2.660 -2.683 2.294
H -1.233 -2.787 0.190
O 1.437 -0.396 -2.871
C 1.260 3.367 -0.156
H -1.724 -1.255 -1.619
C -1.583 -0.452 -0.908
H -0.001 -2.247 1.478
H -2.561 -0.273 -0.404
H 1.228 1.335 0.493
H -0.372 1.970 -0.008
O 1.152 3.877 1.128
H -1.854 -1.122 2.823
H -1.216 0.431 -1.408
C 0.812 -1.117 -0.679
C -0.956 -2.000 0.929
C 0.977 -0.067 -1.717
H 1.055 3.252 1.843
H -2.952 -1.226 1.504
N 1.933 -1.152 0.233
H 0.780 -2.106 -1.191
C -0.538 -0.749 0.106
H 2.670 -1.922 -0.113
N 0.957 1.325 -1.438
C 0.711 1.957 -0.275
O 1.742 3.964 -1.070
C -2.135 -1.741 1.961
H 1.220 1.870 -2.281
```

Summary:
**Net charge**: 0
**Lowest unoccupied orbital energy**: 0.16 eV
**Multiplicity**: 1
**Highest occupied orbital energy**: -9.33 eV
**Orbital gap**: 9.5 eV
**SMILES**: CC[C@H](C)[C@H](N)C(=O)NCC(=O)O


Most stable structure - <b>; separation to the second - 0.1973 hartree.


<a>
DFT (wB97M-V/def2-TZVPD) results for 3 unconnected molecules or ions with the total composition C3H13N2O3.

Structure (XYZ):
```
21
C3H13N2O3 wB97M-V/def2-TZVPD
H 0.412 2.419 -0.012
H 2.233 -0.737 -0.201
H 0.107 -0.580 -0.490
H -2.291 0.318 -0.939
O 0.720 1.487 -0.093
C 2.041 -1.123 0.771
H -3.294 0.770 0.406
H 0.515 -1.679 2.165
N 0.690 -1.018 1.414
H 0.050 1.373 -3.845
H -0.604 -2.066 0.021
H 2.542 -0.333 1.423
O -0.069 1.413 -2.889
H 2.477 -2.212 0.781
C -0.383 -1.075 0.355
N -2.380 0.478 0.060
H -0.582 2.201 -2.863
O -1.759 -0.494 2.151
H 0.654 1.384 -1.147
H 0.584 -0.168 2.004
C -1.664 -0.359 0.929
```

Summary:
**Net charge**: +1
**Lowest unoccupied orbital energy**: -2.84 eV
**Multiplicity**: 1
**Highest occupied orbital energy**: -14.20 eV
**Orbital gap**: 11.4 eV


<b>
DFT (wB97M-V/def2-TZVPD) results for 3 unconnected molecules or ions with the total composition C3H13N2O3.

Structure (XYZ):
```
21
C3H13N2O3 wB97M-V/def2-TZVPD
H -0.029 -3.131 -0.619
H 2.254 -0.275 2.862
O -2.370 0.918 1.430
H -0.035 1.597 -2.171
N 0.563 1.049 0.274
H -1.431 0.319 -0.522
H 1.073 0.429 0.879
C 0.061 -1.219 -0.175
H -2.672 0.712 2.297
H -1.061 -2.445 -1.772
H 1.228 1.543 -0.328
C -0.036 0.591 -2.080
H -3.102 0.692 0.818
H -0.738 0.084 -2.760
O 0.703 -1.494 0.816
H 0.912 0.151 -2.288
H 3.179 0.464 1.873
H -0.021 1.705 0.833
O 2.236 0.388 2.164
C -0.280 0.200 -0.553
N -0.433 -2.277 -0.977
```

Summary:
**Net charge**: +1
**Lowest unoccupied orbital energy**: -2.97 eV
**Multiplicity**: 1
**Highest occupied orbital energy**: -14.06 eV
**Orbital gap**: 11.1 eV


Most stable structure - <b>; separation to the second - 0.0217 hartree.


<a>
DFT (wB97M-V/def2-TZVPD) results for C19H24N4O3 in the gas phase.

Structure (XYZ):
```
50
C19H24N4O3 wB97M-V/def2-TZVPD
H -4.233 -3.854 0.069
H -2.306 -2.796 1.407
C 1.237 0.576 0.272
N 4.302 0.659 -1.665
C -3.565 -1.812 -0.045
C -5.639 -2.752 -1.136
H 6.096 0.694 -2.744
N 1.195 0.473 1.611
N 3.718 0.583 0.463
H 1.137 0.693 -2.858
H -1.509 -3.607 -0.784
C 4.357 0.731 -4.011
H -4.218 -1.397 0.728
C -1.177 -2.642 -0.402
H 5.772 0.604 -0.100
H 4.919 0.759 -4.933
C 2.926 0.730 -4.034
H -6.272 -2.435 -0.305
H 2.149 5.202 2.739
C 2.586 0.611 -0.301
C -2.205 -2.085 0.584
C -0.108 2.917 2.660
H 1.656 4.950 4.416
H 0.298 0.394 3.445
H -3.452 -1.041 -0.814
N -1.689 -0.844 1.156
H -1.769 1.635 2.829
C 0.524 3.882 2.990
C 2.216 0.695 -2.880
C 2.915 0.658 -1.644
H -6.097 -3.632 -1.589
O -0.993 -1.796 -1.525
H 2.414 0.755 -4.985
H 2.087 0.444 2.081
C -0.858 1.735 2.235
C -0.788 -0.857 2.165
C 1.290 5.057 3.394
H -0.510 -1.005 -1.240
H -3.622 -3.389 -1.508
H -1.158 1.859 1.194
H -5.645 -1.952 -1.880
C -4.220 -3.040 -0.663
H -0.234 -2.804 0.132
O 0.231 0.623 -0.448
C -0.025 0.457 2.408
O -0.552 -1.830 2.859
H -1.603 -0.072 0.509
H 0.673 5.955 3.348
C 4.727 0.613 -0.362
C 5.021 0.697 -2.839
```

Summary:
**Net charge**: 0
**Lowest unoccupied orbital energy**: 0.24 eV
**Multiplicity**: 1
**Highest occupied orbital energy**: -8.30 eV
**Orbital gap**: 8.5 eV
**SMILES**: CC#CC[C@H](NC(=O)c1ncn2ccccc12)C(=O)N[C@H](CO)CCC


<b>
DFT (wB97M-V/def2-TZVPD) results for C19H24N4O3 in the gas phase.

Structure (XYZ):
```
50
C19H24N4O3 wB97M-V/def2-TZVPD
H -6.417 -5.209 -1.164
H -0.703 -1.367 -0.157
C -3.485 -4.185 0.018
C -4.476 -6.972 -2.075
H -2.335 -2.665 -0.907
O -2.224 -2.983 2.218
C 0.064 -1.315 1.868
H 4.868 1.377 -0.146
H -4.712 -3.366 -2.367
C -4.962 -3.855 -0.261
C -5.146 -2.933 -1.461
H -3.407 -4.605 1.021
H -6.206 -2.765 -1.652
C -7.804 -8.468 -1.819
C 4.055 0.711 -0.434
H 1.257 3.160 2.375
C -5.733 -7.723 -2.243
H -5.800 -5.758 0.397
H 2.299 -1.205 0.341
H -2.815 -4.811 -1.967
C 2.063 -0.239 0.778
H 3.771 0.963 -1.458
O -3.498 -7.316 -2.728
H -7.770 -9.848 -3.390
H -9.111 -8.036 -0.531
C -2.001 -2.547 1.105
C -1.090 -1.359 0.866
C -5.991 -8.672 -3.146
N -7.266 -9.134 -2.898
H -0.350 -1.284 2.875
C -5.534 -5.247 -0.530
C -3.154 -5.253 -1.024
N -4.427 -5.938 -1.207
H 3.206 2.935 0.880
H -4.682 -1.961 -1.290
H -0.176 1.206 2.853
C 1.479 2.203 1.920
C 2.575 2.076 1.079
H -2.379 -5.945 -0.697
O -6.840 -7.581 -1.405
C 0.673 1.107 2.187
H -5.425 -3.410 0.621
C 0.959 -0.129 1.617
H 4.435 -0.310 -0.440
N -2.569 -3.073 -0.018
H -1.697 -0.454 0.965
H 0.640 -2.239 1.791
H -5.357 -9.046 -3.928
C 2.880 0.851 0.496
N -8.951 -8.646 -1.324
```

Summary:
**Net charge**: 0
**Lowest unoccupied orbital energy**: 0.55 eV
**Multiplicity**: 1
**Highest occupied orbital energy**: -8.32 eV
**Orbital gap**: 8.9 eV
**SMILES**: [H]/N=c1/[nH]cc(C(=O)N2C[C@H](C)[C@H](NC(=O)CCc3cccc(C)c3)C2)o1


Most stable structure - <b>; separation to the second - 0.0435 hartree.